[1]
Entry from the Open Molecules 2025 dataset: a molecular structure, C6H14NO at a distorted geometry (ωB97M-V with the def2-TZVPD basis set).

XYZ file:
```
22
Properties=species:S:1:pos:R:3:forces:R:3:lowdin_charge:R:1
O 1.920 -2.025 -0.155 0.999 0.204 -0.738 -0.01
N -0.240 0.413 0.362 0.946 1.103 -1.794 -0.31
C -0.855 1.791 -0.035 1.966 -1.258 3.280 0.09
C -0.817 -0.077 1.611 1.284 -3.010 -0.534 0.02
C 1.232 -1.699 -1.264 -4.451 1.212 0.676 -0.08
C -0.318 -0.535 -0.749 3.795 -2.669 -0.119 -0.16
C -1.400 -0.919 -1.324 -1.106 -0.480 -3.104 0.05
C 1.196 0.702 0.642 0.241 -0.255 -1.095 0.00
H 0.667 -2.425 -1.956 0.922 0.571 1.702 0.14
H -0.634 0.649 2.282 0.575 2.441 2.620 0.07
H 1.704 1.094 -0.238 -0.213 -0.015 0.103 0.14
H 1.747 -1.021 -1.856 1.343 1.055 -0.906 0.08
H -0.351 2.489 0.639 -0.699 0.055 0.008 0.12
H 1.495 -2.658 0.398 -0.679 -1.052 0.403 0.10
H -1.262 -1.559 -2.246 -0.382 0.365 1.394 0.10
H -0.740 2.121 -0.988 1.059 0.139 -3.009 0.08
H -2.360 -0.457 -1.287 -0.755 0.185 0.501 0.07
H 1.726 -0.108 1.056 0.312 -1.552 -0.271 0.09
H -1.854 1.653 0.112 -2.801 0.131 0.763 0.08
H 1.235 1.342 1.449 -0.130 2.155 1.375 0.08
H -1.843 -0.270 1.619 -1.648 -0.311 -0.698 0.10
H -0.269 -1.007 1.944 -0.579 0.985 -0.559 0.15
```
Forces are in eV/Å.

Values from the calculation:
E_LUMO: -2.693 eV
HOMO level: -13.76 eV
HOMO-LUMO gap: 11.0693 eV
Charge: +1



[2]
Entry from the Open Molecules 2025 dataset: 3 unconnected molecules or ions with the total composition C4H14N2O2 at a distorted geometry (ωB97M-V with the def2-TZVPD basis set).

XYZ file:
```
22
Properties=species:S:1:pos:R:3:forces:R:3:lowdin_charge:R:1
O 1.270 -1.587 2.324 0.034 -0.169 -0.002 -0.07
O 0.769 -5.125 -1.160 -0.637 0.675 0.702 -0.06
N -1.006 0.201 -0.033 0.242 -0.646 1.136 -0.01
N -0.424 0.564 -2.281 0.144 0.356 0.089 0.11
C 0.502 3.073 1.525 -0.280 0.917 -0.996 -0.11
C -0.651 -0.207 -1.174 -0.643 0.750 0.174 -0.31
C 0.027 2.486 0.196 0.505 -0.086 -0.279 -0.27
C -1.199 1.584 0.355 -0.372 -0.326 -0.591 -0.26
H -0.174 3.257 -0.556 -0.146 0.322 0.403 0.10
H -0.584 -1.283 -1.264 0.291 -0.122 -0.569 0.11
H 1.346 -5.741 -0.726 0.621 -0.647 -0.015 0.02
H 1.731 -0.801 2.645 -0.334 -0.101 -0.331 0.03
H 1.309 3.781 1.337 0.192 -0.095 0.128 0.07
H 0.651 -1.323 1.626 0.178 0.355 0.255 0.01
H -0.314 3.673 1.931 0.017 -0.191 0.414 0.07
H 0.855 1.953 -0.282 -0.074 -0.377 0.252 0.10
H -0.362 0.165 -3.187 0.067 -0.419 -0.433 0.08
H -2.056 1.995 -0.195 0.042 0.075 -0.161 0.11
H -1.545 1.555 1.389 0.236 0.126 0.092 0.10
H 0.840 2.317 2.217 -0.080 -0.212 0.232 0.07
H -0.622 1.553 -2.266 -0.017 -0.182 0.173 0.08
H 0.378 -4.691 -0.378 0.016 -0.004 -0.673 0.04
```
Forces are in eV/Å.

Values from the calculation:
E_LUMO: 0.767 eV
HOMO level: -9.14 eV
SMILES string: CCC/N=C\N.O.O
HOMO-LUMO gap: 9.9093 eV
Charge: 0



[3]
Entry from the Open Molecules 2025 dataset: C17H15ClN4O2 in the gas phase at a distorted geometry (ωB97M-V with the def2-TZVPD basis set).

XYZ file:
```
39
Properties=species:S:1:pos:R:3:forces:R:3:lowdin_charge:R:1
Cl -2.173 2.100 4.348 -0.422 0.105 -1.520 0.63
O 5.723 -1.221 -1.488 2.812 -1.772 2.646 0.08
O 2.124 -0.272 -3.613 2.031 0.980 -2.771 0.06
N 0.649 -1.140 -2.325 -0.166 -0.238 -2.590 0.09
N 2.627 -0.142 -1.385 -3.094 -2.176 1.805 0.08
N -1.919 -0.002 1.848 0.719 -1.026 0.487 -0.01
N 4.902 -0.848 -3.497 -0.721 1.798 0.783 0.17
C -3.366 1.381 0.418 0.934 -0.226 1.809 0.00
C -0.913 -1.823 2.914 -1.898 0.567 0.927 -0.01
C 4.989 -0.584 -2.142 -2.928 0.649 -1.993 -0.52
C 0.409 -2.601 0.897 -1.166 1.293 -1.034 0.00
C -4.053 2.595 0.254 -0.858 -0.111 -2.953 -0.10
C 1.843 -0.502 -2.480 0.759 0.842 1.200 -0.56
C -0.693 -0.453 -0.473 0.449 -0.190 1.913 0.11
C 0.660 -2.522 -0.481 0.393 -2.461 3.006 -0.04
C -2.862 2.230 2.692 -0.227 -3.014 -1.717 -0.47
C -4.253 3.543 1.199 -0.394 1.051 -0.138 -0.12
C -0.438 -1.650 1.574 2.602 -3.106 0.152 -0.22
C -0.998 -0.558 0.965 0.157 -0.382 -3.567 -0.14
C -3.662 3.323 2.389 1.906 -0.620 3.183 -0.15
C 3.959 0.372 -1.448 0.288 0.142 -0.801 -0.09
C 0.193 -1.396 -1.088 -2.813 1.428 2.153 -0.36
C -1.845 -0.797 2.998 -0.660 -0.885 1.905 -0.09
C -2.748 1.096 1.662 -0.624 4.128 1.295 -0.15
H 3.835 1.258 -2.018 0.557 1.218 -0.620 0.10
H 4.235 -0.423 -4.112 -0.400 0.164 0.221 0.07
H -4.787 4.506 1.041 0.379 -1.043 -0.170 0.13
H -4.477 2.945 -0.710 0.402 -1.163 0.249 0.12
H -1.080 0.402 -1.018 0.294 -0.204 -0.294 0.10
H 0.734 -3.413 1.480 0.454 -1.015 0.543 0.09
H -3.181 0.596 -0.315 -0.549 0.571 -0.322 0.11
H -0.803 -2.705 3.676 -0.032 2.094 -1.791 0.15
H 4.272 0.640 -0.426 0.142 -0.372 -0.618 0.14
H 2.204 -0.422 -0.448 1.190 0.464 -1.831 0.16
H 1.182 -3.392 -1.016 -0.588 1.774 0.726 0.15
H -2.581 -0.646 3.826 0.903 0.136 -0.992 0.12
H -3.665 4.013 3.208 -0.439 0.632 0.127 0.09
H 5.387 -1.629 -3.837 0.820 -0.922 -0.186 0.08
H 0.569 -1.859 -3.068 -0.212 0.892 0.777 0.18
```
Forces are in eV/Å.

Values from the calculation:
E_LUMO: 0.428 eV
HOMO level: -8.22 eV
SMILES string: NC(=O)CNC(=O)Nc1ccc2ccn(-c3ccccc3Cl)c2c1
HOMO-LUMO gap: 8.6513 eV
Charge: 0



What is the E_LUMO in the second record? 0.767 eV